## 1
A cluster of 2 separate species, C2H3NS2 in total, computed with ωB97M-V/def2-TZVPD.

Positions of all 8 atoms, in Å:
1 C -2.733 1.237 -1.206
2 C 0.820 0.209 -2.562
3 N -2.553 0.214 -1.771
4 S 2.136 0.192 -1.583
5 S -2.845 2.512 -0.384
6 H 1.148 -0.029 -3.587
7 H -0.143 0.469 -2.144
8 H -2.928 -0.417 -2.484

Values from the calculation:
Frontier orbital gap = 8.375 eV
SMILES = N=C=S.C=S
HOMO = -8.7604 eV


## 2
The molecule C2H3NS2, computed with ωB97M-V/def2-TZVPD.

Positions of all 8 atoms, in Å:
1 C 0.370 0.925 -0.245
2 C 1.217 -0.333 0.130
3 H -3.008 -0.531 0.704
4 H 0.591 1.967 -0.361
5 H 0.641 -1.319 0.116
6 N -0.896 0.705 0.018
7 S -1.738 -0.848 -0.224
8 S 2.823 -0.566 -0.140

Values from the calculation:
Frontier orbital gap = 7.310 eV
SMILES = S=C/C=N\S
HOMO = -8.6536 eV


Relative energies, eV: 1 0.000; 2 1.905.


## 1
The molecule C3H6N2O3, computed with ωB97M-V/def2-TZVPD.

Positions of all 14 atoms, in Å:
1 C 0.604 -0.403 -1.389
2 C -1.375 -0.164 0.021
3 N -1.966 0.783 0.781
4 C 1.743 -0.524 0.734
5 O -0.294 0.525 -0.780
6 O 1.526 0.606 1.428
7 N 1.684 -0.693 -0.521
8 O -1.811 -1.245 -0.241
9 H 0.857 1.123 0.946
10 H -1.561 1.703 0.813
11 H -2.965 0.721 0.887
12 H 0.070 -1.339 -1.608
13 H 1.000 0.043 -2.311
14 H 2.488 -1.136 1.241

Values from the calculation:
Frontier orbital gap = 9.672 eV
SMILES = NC(=O)OC/N=C\O
HOMO = -9.1857 eV


## 2
The molecule C3H6N2O3, computed with ωB97M-V/def2-TZVPD.

Positions of all 14 atoms, in Å:
1 C -2.325 -0.149 0.013
2 C -0.031 -1.114 0.089
3 C 2.852 0.512 -0.021
4 H -2.687 -1.008 -0.580
5 H -2.776 0.781 -0.334
6 H -2.525 -0.426 1.055
7 H 0.059 1.507 -0.347
8 H -0.521 -1.998 0.494
9 H 2.972 1.638 -0.086
10 N -0.899 -0.031 -0.277
11 N 1.203 -1.054 -0.117
12 O -0.606 1.295 0.279
13 O 1.566 0.326 -0.355
14 O 3.720 -0.279 0.189

Values from the calculation:
Frontier orbital gap = 10.141 eV
SMILES = CN(O)/C=N\OC=O
HOMO = -9.5428 eV


## 3
The molecule C3H6N2O3, computed with ωB97M-V/def2-TZVPD.

Positions of all 14 atoms, in Å:
1 C 0.549 -0.752 0.124
2 C 2.005 -0.046 0.031
3 C -1.714 -0.525 -0.484
4 H -0.447 1.193 1.175
5 H 0.612 -1.694 -0.435
6 H 0.449 -0.954 1.194
7 H 1.219 1.614 -0.629
8 H -1.642 -1.539 -0.896
9 H -2.526 1.045 0.276
10 N -0.456 0.066 -0.524
11 N -2.782 -0.064 0.208
12 O -0.332 1.250 0.226
13 O 2.125 1.226 -0.402
14 O 2.939 -0.823 0.136

Values from the calculation:
Frontier orbital gap = 10.531 eV
SMILES = [H]/N=C\N(O)CC(=O)O
HOMO = -10.2003 eV


Relative energies, eV: 1 0.000; 2 3.442; 3 2.307.


## 1
The molecule C3H6N2O3, computed with ωB97M-V/def2-TZVPD.

Positions of all 14 atoms, in Å:
1 C 1.594 -0.646 -0.496
2 C -0.117 1.082 0.078
3 C -2.305 0.189 -0.010
4 H 2.399 -0.252 0.103
5 H 1.680 -0.305 -1.605
6 H 1.628 -1.740 -0.614
7 H -0.266 -1.931 0.901
8 H 1.596 2.071 0.191
9 H -3.365 0.452 0.079
10 N 0.253 -0.326 0.020
11 N 0.516 2.094 0.367
12 O -0.019 -0.978 1.235
13 O -1.536 1.256 0.043
14 O -2.058 -0.967 -0.294

Values from the calculation:
Frontier orbital gap = 9.634 eV
SMILES = [H]/N=C(/OC=O)N(C)O
HOMO = -8.9342 eV


## 2
A structure of composition C3H6N2O3, computed with ωB97M-V/def2-TZVPD.

Positions of all 14 atoms, in Å:
1 C 1.316 -0.647 0.527
2 C 0.712 0.634 -0.164
3 C -1.984 -0.576 -0.306
4 H 2.267 0.179 -0.895
5 H 0.521 -1.525 0.499
6 H 1.577 -0.644 1.748
7 H -0.525 1.786 -0.920
8 H -1.795 0.704 1.450
9 H -2.449 -1.301 0.361
10 N -0.483 1.296 0.123
11 N -1.602 0.534 0.419
12 O 2.584 -0.587 -0.227
13 O 1.317 0.928 -1.217
14 O -1.454 -0.781 -1.398

Values from the calculation:
Frontier orbital gap = 9.943 eV
HOMO = -9.6584 eV


## 3
A structure of composition C3H6N2O3, computed with ωB97M-V/def2-TZVPD.

Positions of all 14 atoms, in Å:
1 C 2.839 0.151 0.309
2 C -0.562 0.014 0.111
3 C -2.902 0.085 -0.329
4 H 2.223 0.917 -1.426
5 H 3.741 -0.320 0.962
6 H 1.675 -1.374 0.993
7 H -0.545 1.133 -0.429
8 H -0.564 0.361 1.488
9 H -3.847 -0.117 -0.946
10 N 3.203 0.774 -0.793
11 N 1.586 -0.346 0.816
12 O 0.667 -0.653 -0.247
13 O -1.806 -1.000 -0.437
14 O -2.919 1.015 0.515

Values from the calculation:
Frontier orbital gap = 10.881 eV
HOMO = -10.3300 eV


## 4
The molecule C3H6N2O3, computed with ωB97M-V/def2-TZVPD.

Positions of all 14 atoms, in Å:
1 C 1.616 0.797 -1.599
2 C 0.602 -0.113 -0.813
3 C -0.788 0.737 1.156
4 H 2.434 1.255 -0.844
5 H 2.277 0.133 -2.504
6 H 1.006 1.486 -2.293
7 H -2.772 -0.293 1.386
8 H -2.091 0.533 2.628
9 H -0.105 -3.057 0.152
10 N -2.185 0.591 1.507
11 N 0.778 -1.441 -0.662
12 O -0.660 0.408 -0.243
13 O 0.100 1.029 1.802
14 O -0.211 -2.065 0.327

Values from the calculation:
Frontier orbital gap = 10.594 eV
SMILES = C/C(=N/O)OC(N)=O
HOMO = -9.9477 eV


Relative energies, eV: 1 0.000; 2 0.128; 3 3.518; 4 0.339.


## 1
The molecule C3H6N2O3, computed with ωB97M-V/def2-TZVPD.

Positions of all 14 atoms, in Å:
1 C -0.063 0.350 -0.068
2 C 1.010 -0.564 0.478
3 C -0.009 1.821 -0.084
4 H -2.580 -1.633 -0.870
5 H -1.401 -1.698 0.239
6 H 0.462 -1.156 1.301
7 H 2.036 -0.061 0.801
8 H 0.629 -2.023 -1.014
9 H 1.164 3.103 0.816
10 N -1.664 -1.337 -0.548
11 N -1.185 0.037 -0.748
12 O 1.361 -1.588 -0.461
13 O 0.931 2.239 0.921
14 O -0.690 2.510 -0.763

Values from the calculation:
Frontier orbital gap = 9.348 eV
SMILES = N/N=C(\CO)C(=O)O
HOMO = -9.3526 eV


## 2
A structure of composition C3H6N2O3, computed with ωB97M-V/def2-TZVPD.

Positions of all 14 atoms, in Å:
1 C -0.929 0.389 0.015
2 C 1.408 0.551 -0.071
3 C 2.335 -0.544 -0.112
4 H -1.299 -2.084 0.780
5 H -2.984 -0.007 -0.119
6 H -1.886 2.272 0.533
7 H 1.429 0.969 -0.990
8 H 1.228 1.153 0.861
9 H 1.786 -1.575 -0.661
10 N -2.028 -0.371 0.307
11 N -0.914 1.680 -0.175
12 O -1.822 -1.653 -0.149
13 O 0.160 -0.333 -0.455
14 O 3.517 -0.447 0.238

Values from the calculation:
Frontier orbital gap = 9.593 eV
HOMO = -9.2838 eV


## 3
A cluster of 2 separate species, C3H6N2O3 in total, computed with ωB97M-V/def2-TZVPD.

Positions of all 14 atoms, in Å:
1 C 0.895 -1.340 1.012
2 C -0.966 1.765 0.508
3 C 0.971 -0.703 -0.167
4 N 0.590 -1.010 -1.413
5 N 1.649 0.589 -0.075
6 O 1.948 1.139 -1.107
7 O 1.971 1.053 1.051
8 O -1.180 0.721 -0.075
9 H 1.200 -0.963 2.066
10 H 0.454 -2.281 1.199
11 H -0.020 1.853 1.183
12 H -1.562 2.787 0.314
13 H 0.626 -0.396 -2.175
14 H 0.070 -1.829 -1.675

Values from the calculation:
Frontier orbital gap = 8.338 eV
SMILES = C=C(N)[N+](=O)[O-].C=O
HOMO = -8.7455 eV


## 4
The molecule C3H6N2O3, computed with ωB97M-V/def2-TZVPD.

Positions of all 14 atoms, in Å:
1 C 0.666 0.723 -0.744
2 C -0.455 0.890 -1.854
3 C 1.032 -1.456 0.863
4 H -1.313 -0.906 1.771
5 H -0.557 0.607 2.090
6 H 0.675 1.775 -0.012
7 H 1.589 0.462 -1.152
8 H -2.020 0.454 -0.371
9 H 1.701 -1.942 -0.122
10 N -0.880 -0.176 1.233
11 N 0.306 -0.382 0.437
12 O -1.742 0.765 -1.369
13 O -0.081 1.196 -2.939
14 O 1.078 -2.012 2.170

Values from the calculation:
Frontier orbital gap = 9.971 eV
SMILES = NN(C=O)CC(=O)O
HOMO = -9.7579 eV


Relative energies, eV: 1 0.000; 2 3.551; 3 2.140; 4 1.729.